Density functional theory data (ωB97M-V/def2-TZVPD) for a cluster of 2 separate species, C5H10N2 in total.

Positions of all 17 atoms, in Å:
C 0.5591 0.0603 -0.0238
C -2.3639 1.1092 -0.6417
C 1.2007 1.3378 0.0927
C 2.8825 -0.9408 -0.0803
C -2.3364 -1.1813 0.4086
N 1.7678 -0.1370 0.0489
N -1.9360 0.0563 -0.1204
H -3.3323 1.5628 -0.6933
H -1.5991 1.9264 -0.6722
H 1.3703 1.9632 -0.8073
H 1.2939 1.9888 1.0917
H 3.7841 -0.3942 -0.4234
H 2.7419 -1.7468 -0.7035
H 3.3053 -1.1402 0.8795
H -3.4612 -1.1657 0.3377
H -1.9606 -1.3084 1.4560
H -1.9164 -1.9903 -0.1493

Largest force on an atom in eV Å⁻¹: 4.26
Total charge: +2
E_tot in eV: -8301.2638
Molar mass in g mol⁻¹: 98.15
Spin multiplicity: 1
Relative energy (zero: lowest compared OMol25 entry of this formula, charge and spin) in kJ/mol: 637.3

Density functional theory data (ωB97M-V/def2-TZVPD) for a structure of composition C16H32AsO7ReSSi3.

Positions of all 61 atoms, in Å:
Re 0.2881 -0.2734 0.7446
O -0.5596 -3.0082 -1.1937
As 1.1692 -2.7507 -0.9620
O 1.8196 -3.1549 -2.3676
O 1.4240 -1.0822 -0.6585
C 1.7439 -3.9149 0.5011
C 2.5237 -5.0120 0.1562
C 2.9784 -5.8680 1.1485
C 2.6556 -5.6304 2.4779
C 1.8554 -4.5504 2.8172
C 1.4021 -3.7053 1.8204
S 0.4627 -2.2689 2.2677
O 1.4073 -1.1458 2.2906
O -0.2133 -2.4870 3.5042
O -0.4964 -1.9953 1.1468
H -0.6753 -3.3644 -2.0818
H 2.7668 -5.1662 -0.8890
H 3.5898 -6.7185 0.8863
H 3.0320 -6.2797 3.2533
H 1.5647 -4.3511 3.8377
C 2.6552 1.6897 1.5773
O 1.3794 1.5910 0.9724
Si 0.5310 2.7454 -0.0008
C 1.7497 3.4595 -1.2748
C -0.0755 4.1968 1.0834
C -0.6472 1.2511 -0.3902
Si -0.8423 1.0202 -2.3527
C 0.8979 0.7487 -3.0823
C -2.0002 -0.4265 -2.7872
C -1.6300 2.6601 -2.9650
Si -2.3354 1.2262 0.6318
C -3.3438 2.8121 0.3130
C -1.6870 1.1237 2.4472
C -3.3612 -0.3414 0.3019
H 2.6691 2.5397 2.2596
H 3.4158 1.8193 0.8073
H 2.8571 0.7745 2.1331
H 2.3863 4.2097 -0.8105
H 1.2378 3.9470 -2.0962
H 2.3927 2.6951 -1.6975
H 0.7690 4.7592 1.4725
H -0.6848 3.8995 1.9292
H -0.6604 4.8942 0.4942
H 1.5960 0.4942 -2.2908
H 1.2831 1.6063 -3.6229
H 0.9002 -0.0960 -3.7670
H -1.7895 -1.2777 -2.1497
H -1.8431 -0.7361 -3.8172
H -3.0506 -0.1764 -2.6824
H -1.2712 3.5343 -2.4336
H -2.7102 2.6380 -2.8682
H -1.4189 2.8013 -4.0197
H -2.8787 3.6980 0.7267
H -4.3248 2.7130 0.7656
H -3.4926 2.9800 -0.7463
H -0.8211 1.7592 2.6268
H -1.4223 0.0923 2.7003
H -2.4494 1.4082 3.1697
H -3.9860 -0.2567 -0.5798
H -4.0202 -0.5439 1.1435
H -2.7125 -1.2055 0.1791

Largest force on an atom in eV Å⁻¹: 7.48
Total charge: +1
E_tot in eV: -128874.9931
Molar mass in g mol⁻¹: 713.88
Spin multiplicity: 2
Relative energy (zero: lowest compared OMol25 entry of this formula, charge and spin) in kJ/mol: 211.3

Density functional theory data (ωB97M-V/def2-TZVPD) for a structure of composition C33H30Cl2O21Si2.

Positions of all 88 atoms, in Å:
C -4.0964 -4.4347 9.0565
C -3.4279 -3.1030 8.7667
Cl -2.3630 -3.3682 7.3099
C -4.3881 -1.9663 8.4228
Cl -3.5501 -0.4014 8.8326
Si -6.0668 -1.8903 9.3261
O -7.2656 -1.9498 8.1735
Si -8.3237 -3.2312 8.1526
H -4.7634 -4.7075 8.2390
H -4.6012 -4.4527 10.0184
H -3.3239 -5.2013 9.0868
H -2.7363 -2.7925 9.5415
H -4.5451 -1.8991 7.3538
H -6.2586 -2.9545 10.3344
H -6.1849 -0.5944 10.0117
H -7.6142 -4.4994 7.8736
H -9.0527 -3.3524 9.4317
H -9.3000 -2.9932 7.0741
C -4.2174 -2.0443 3.0283
C -4.0688 -1.4848 1.8184
C -3.8162 -0.0043 1.6459
O -3.6859 0.4012 0.5055
C -3.7469 0.8310 2.8241
C -3.8950 0.2721 4.0343
C -4.1328 -1.2110 4.2059
O -4.2413 -1.6226 5.3467
O -3.8445 0.9609 5.1624
O -4.1241 -2.1652 0.6864
H -4.3972 -3.1012 3.1636
H -3.5772 1.8898 2.6892
H -3.9681 0.3240 5.8931
H -3.9606 -1.5193 -0.0288
C 0.7776 -0.8215 -1.5491
C 1.6546 -0.2324 -2.3749
C 1.3040 1.0034 -3.1741
O 2.1806 1.4683 -3.8799
C -0.0289 1.5523 -3.0558
C -0.9121 0.9660 -2.2306
C -0.5489 -0.2612 -1.4204
O -1.4263 -0.7024 -0.7023
O -2.1492 1.3913 -2.0437
O 2.8892 -0.6674 -2.5659
H 1.0184 -1.7049 -0.9749
H -0.2590 2.4301 -3.6433
H -2.5419 0.7854 -1.3772
H 3.3057 -0.0524 -3.2075
C 5.9779 -1.8563 -3.8340
C 6.0671 -0.6089 -4.3026
C 6.8903 -0.2554 -5.5127
O 6.8879 0.9125 -5.8588
C 7.6300 -1.3070 -6.1795
C 7.5452 -2.5608 -5.7138
C 6.6995 -2.9157 -4.5129
O 6.6772 -4.0847 -4.1787
O 8.1833 -3.5887 -6.2528
O 5.4329 0.4332 -3.7610
H 5.3918 -2.1137 -2.9630
H 8.2306 -1.0421 -7.0379
H 7.9390 -4.3694 -5.7177
H 5.6667 1.2069 -4.3150
C -4.8150 4.6453 -6.5848
C -6.0606 4.1517 -6.5519
C -6.4939 3.1243 -5.5309
O -7.6536 2.7564 -5.5794
C -5.5203 2.6442 -4.5745
C -4.2725 3.1351 -4.6078
C -3.8471 4.1799 -5.6140
O -2.6955 4.5698 -5.5473
O -3.3133 2.7578 -3.7769
O -7.0152 4.5124 -7.3960
H -4.4977 5.3810 -7.3101
H -5.8349 1.8990 -3.8579
H -2.5310 3.2849 -4.0349
H -7.8086 4.0019 -7.1387
C 8.2753 3.2901 -1.0503
C 7.5591 2.1990 -1.3569
C 8.2041 0.8476 -1.5648
O 7.4600 -0.0826 -1.8193
C 9.6430 0.7397 -1.4547
C 10.3589 1.8320 -1.1521
C 9.7125 3.1784 -0.9178
O 10.4527 4.1009 -0.6310
O 11.6766 1.8343 -1.0295
O 6.2433 2.2045 -1.5041
H 7.8234 4.2598 -0.8976
H 10.0964 -0.2274 -1.6202
H 11.9249 2.7530 -0.8041
H 5.9840 1.2880 -1.7332

Largest force on an atom in eV Å⁻¹: 0.96
E_tot in eV: -118504.6735
Molar mass in g mol⁻¹: 889.66
Spin multiplicity: 1
Relative energy (zero: lowest compared OMol25 entry of this formula, charge and spin) in kJ/mol: 0.0

Density functional theory data (ωB97M-V/def2-TZVPD) for a structure of composition C16H24FeNO5.

Positions of all 47 atoms, in Å:
O 4.4042 1.2044 0.5302
C 3.5274 1.9646 0.5593
Fe 2.1759 3.0592 1.0022
C 3.4351 4.2142 1.5603
O 4.2782 4.8113 2.0775
C 2.1220 2.5308 2.6867
O 2.1565 2.1037 3.7657
C 0.6384 1.8052 0.2716
C -0.5910 2.1909 1.0252
C -0.6564 3.7116 1.3024
C 0.7016 4.3554 1.3680
C 1.3424 4.7420 0.1575
C 1.2728 3.9092 -0.9648
C 1.2083 2.5199 -0.8188
H 0.8944 0.7375 0.3305
H -1.5345 1.8816 0.5475
H -0.5847 1.6718 1.9963
H -1.2852 4.1989 0.5364
H -1.1492 3.8802 2.2685
H 0.8889 4.9425 2.2717
H 1.8173 5.7217 0.0839
H 1.5818 4.2940 -1.9377
H 1.6494 1.9373 -1.6439
C 0.5334 -5.8713 1.1494
O 0.3311 -4.7184 0.3265
C 0.2742 -3.5010 1.0488
C 0.2655 -2.2904 0.0998
N -0.9271 -2.1627 -0.6496
C -0.9741 -1.5255 -1.9212
C -2.1669 -1.9992 -2.7587
O -3.2477 -2.2292 -1.8685
C -4.5037 -2.4097 -2.5170
H 0.6542 -6.7234 0.4768
H 1.4343 -5.7998 1.7808
H -0.3151 -6.0769 1.8211
H -0.6574 -3.4730 1.6390
H 1.1500 -3.4026 1.7207
H 0.3554 -1.4074 0.7565
H 1.1692 -2.2971 -0.5364
H -1.6516 -2.8456 -0.4653
H -1.0769 -0.4384 -1.7611
H -0.0614 -1.6784 -2.5173
H -2.4081 -1.2221 -3.5091
H -1.8963 -2.9406 -3.2753
H -5.2501 -2.4072 -1.7185
H -4.7494 -1.6021 -3.2323
H -4.5749 -3.3663 -3.0654

Largest force on an atom in eV Å⁻¹: 3.30
Total charge: -1
E_tot in eV: -63088.8309
Molar mass in g mol⁻¹: 366.21
Spin multiplicity: 5
Relative energy (zero: lowest compared OMol25 entry of this formula, charge and spin) in kJ/mol: 16.8

Density functional theory data (ωB97M-V/def2-TZVPD) for a cluster of 2 separate species, C2H6N2O4 in total.

Positions of all 14 atoms, in Å:
C 1.2204 1.2308 -0.6825
C 0.3132 -0.9173 0.0805
N 1.1824 -1.1381 1.0880
N -2.1419 0.4619 0.3571
O -2.6929 1.4793 0.5761
O -2.9516 -0.4591 -0.2792
O -0.5458 -1.7356 -0.1734
O 0.2527 0.2051 -0.6754
H 0.7062 2.1156 -1.0596
H 1.9683 1.1023 -1.3749
H 1.6012 1.3203 0.2576
H 1.9229 -0.4528 1.0988
H 1.4179 -2.1054 1.1530
H -2.2530 -1.1068 -0.3662

Largest force on an atom in eV Å⁻¹: 3.01
E_tot in eV: -13338.6205
Molar mass in g mol⁻¹: 122.08
Structure (SMILES): COC(N)=O.O=NO
Spin multiplicity: 1
Relative energy (zero: lowest compared OMol25 entry of this formula, charge and spin) in kJ/mol: 404.4

Density functional theory data (ωB97M-V/def2-TZVPD) for a structure of composition C24H36HgN7O9S.

Positions of all 78 atoms, in Å:
Hg -0.0166 -0.6680 -1.1404
O 1.5787 -1.8657 -1.9352
C -0.7097 -4.1815 -0.0519
C -0.9983 -3.9113 -1.4775
N -1.6286 -2.6161 -1.7092
C -2.8138 -2.3885 -0.8988
C -2.5437 -1.7789 0.4852
O -3.3546 -2.0527 1.3842
O -1.5486 -0.9966 0.6112
C -1.8604 -2.3902 -3.1260
C -2.1391 -0.9229 -3.4973
O -2.7320 -0.7186 -4.5549
O -1.6854 -0.0353 -2.6986
H 2.2918 -1.7925 -1.2919
H -0.4538 -3.3709 0.6138
H -0.5949 -5.1994 0.2912
H -1.6188 -4.7282 -1.8929
H -0.0537 -3.8972 -2.0412
H -3.3977 -3.3056 -0.7523
H -3.4507 -1.6662 -1.4147
H -2.6904 -2.9975 -3.5136
H -0.9563 -2.6821 -3.6684
C 1.7298 3.0601 2.8486
C 1.6380 1.6408 2.4036
C 1.5968 0.4532 3.1117
C 1.3952 -0.5488 2.1466
N 1.3195 -0.0095 0.9368
N 1.4866 1.3128 1.1160
C 1.2079 -2.0151 2.3413
H 2.1415 3.1109 3.8567
H 0.7312 3.5031 2.8678
H 2.3510 3.6458 2.1716
H 1.6700 0.3321 4.1809
H 1.3906 1.9012 0.2895
H 1.7922 -2.3727 3.1914
H 1.5253 -2.5575 1.4498
H 0.1538 -2.2373 2.5210
O 5.4014 -0.1268 -4.5262
S 4.3115 -0.5250 -3.5687
C 2.7943 -0.7073 -4.5615
C 2.0378 0.6338 -4.5702
C 2.9625 1.7017 -3.9828
C 3.6738 0.9976 -2.8394
H 2.2137 -1.5024 -4.0966
H 3.1695 -1.0093 -5.5397
H 1.1492 0.5469 -3.9430
H 1.7068 0.8939 -5.5763
H 2.4127 2.5733 -3.6282
H 3.6968 2.0312 -4.7214
H 2.9624 0.7047 -2.0627
H 4.5049 1.5420 -2.3934
O -2.4263 2.7085 3.5202
C -2.2195 1.5774 3.1379
O -1.4435 1.3296 2.1010
C -2.8483 0.3544 3.8219
N -2.0371 -0.8484 3.6703
C -1.6433 -1.3512 4.9746
C -1.7361 -0.1208 5.8717
C -2.9894 0.5687 5.3324
H -3.8238 0.2320 3.3389
H -1.4013 0.3668 1.8787
H -2.4569 -1.5110 3.0226
H -0.6327 -1.7710 4.9509
H -2.3175 -2.1372 5.3517
H -0.8638 0.5195 5.7127
H -1.7933 -0.3694 6.9329
H -3.0639 1.6254 5.5798
H -3.8814 0.0529 5.6972
N -0.7706 2.6034 -2.9369
C 0.2569 2.7439 -2.0826
O 0.7060 1.7541 -1.4438
C 0.8530 4.0437 -1.9247
C 1.9533 4.1797 -1.0571
N 2.8626 4.2865 -0.3475
C 0.3699 5.1645 -2.6246
N -0.0278 6.0877 -3.2014
H -1.2433 1.6969 -3.0004
H -1.1319 3.4058 -3.4204

Largest force on an atom in eV Å⁻¹: 0.26
Total charge: -2
E_tot in eV: -69343.4326
Molar mass in g mol⁻¹: 799.25
Spin multiplicity: 2
Relative energy (zero: lowest compared OMol25 entry of this formula, charge and spin) in kJ/mol: 0.0